Entry 1:
Molecular formula: C4H29N2O12
Method: DFT, wB97M-V/def2-TZVPD

As for the total energy: -1182.16559 hartree. As for the total charge: -1.

```
47
Properties=species:S:1:pos:R:3:forces:R:3
N -3.7245 -0.2866 -0.1833 1.459 0.040 -3.954
C -2.2854 -0.2516 -0.1699 0.725 -1.314 -3.176
C -1.8344 -0.4803 1.2222 3.388 -1.923 1.771
C -0.9159 0.6774 1.7091 -0.895 0.930 0.133
O 0.1556 0.8596 0.7124 -0.230 -3.892 2.870
C -1.8182 -1.5392 -1.1241 -0.449 0.733 0.226
N -1.4586 -1.1364 -2.4496 2.291 -2.799 0.165
O -1.8513 -2.6824 -0.7107 0.579 1.148 -0.744
H -4.2146 -0.2706 -1.0777 0.227 0.171 0.880
H -4.2120 -0.2114 0.6217 -1.685 0.437 2.629
H -1.7106 0.6060 -0.7012 -1.481 -0.717 1.178
H -1.1951 -1.4951 1.3087 -1.672 2.113 -0.530
H -2.6759 -0.6539 1.8963 0.130 0.227 0.071
H -0.4134 0.5748 2.7125 -0.654 -0.509 -0.971
H -1.6387 1.5658 1.8166 1.650 -0.874 -0.447
H -0.6895 -1.5864 -3.0937 -2.529 0.703 1.969
H -1.8774 -0.3345 -2.8194 -0.203 1.488 -0.225
H 3.5927 -1.9079 -1.0468 -0.147 0.208 -0.175
H 3.9124 -0.5820 -1.6965 -1.139 1.260 -0.358
O 4.2951 -1.3924 -1.4456 1.631 -1.962 -0.019
H 0.6163 -3.1313 -1.2463 -0.434 4.658 1.356
H 1.1548 -4.4257 -0.7112 -0.267 0.494 -0.360
O 0.6887 -3.9939 -1.4462 0.872 -5.257 -0.972
H 0.1736 -1.9871 2.3245 0.266 0.427 1.459
H -0.1922 -3.0986 3.1265 -0.207 -0.753 0.718
O 0.1484 -2.2213 3.2982 -0.060 0.266 -1.921
H 0.9540 2.3509 1.7372 -0.097 0.216 -0.213
H 0.4774 3.6942 0.9658 1.522 -1.579 2.528
O 0.9634 3.3144 1.8201 -1.260 1.682 -2.257
H -2.2000 2.8053 0.2498 -0.415 1.796 2.153
H -1.9115 3.9449 1.3467 -0.247 -0.428 -0.252
O -2.5471 3.2299 1.1803 0.532 -0.845 -2.115
H 1.6810 0.6163 -2.1549 0.066 0.930 -0.081
H 0.7991 -0.5804 -2.0046 1.594 0.348 -0.542
O 1.7117 -0.3308 -2.3381 -1.771 -1.429 0.570
H 2.5148 0.0976 0.9202 3.115 0.085 -0.861
H 3.7428 0.9610 0.4427 -0.231 -1.555 0.235
O 3.5450 0.0082 0.6715 -3.425 2.273 1.000
H -1.2418 3.1046 -1.8393 -1.612 1.322 -3.631
H 0.1143 1.6794 0.3339 -0.797 3.357 -2.106
O -1.0105 2.8584 -1.0070 1.708 -1.373 3.427
H 1.6797 2.9713 -2.4645 -0.048 -0.121 0.104
H 0.3237 2.5222 -1.6399 1.269 -0.420 0.274
O 1.3383 2.2426 -1.9355 -1.263 0.821 0.262
H 2.6826 -1.6744 0.9399 -0.115 -0.311 1.398
H 2.0835 -2.0979 2.4122 0.030 1.216 1.778
O 2.2698 -2.3328 1.5366 0.280 -1.289 -3.243
```
Forces are in eV/Å.

Quick look at the natural (NBO) charges, all values in e: -0.857, -0.163, -0.404, -0.130, -0.782, 0.690, -0.912, -0.593, 0.371, 0.372, 0.242, 0.192, 0.212, 0.181, 0.247, 0.421, 0.390, 0.464, 0.480, -0.944, 0.461, 0.470, -0.931, 0.482, 0.466, -0.947, 0.478, 0.489, -0.980, 0.528, 0.463, -1.022, 0.503, 0.462, -1.003, 0.488, 0.488, -0.974, 0.434, 0.499, -1.238, 0.462, 0.511, -1.059, 0.502, 0.490, -0.999

***

Entry 2:
Molecular formula: C4H29N2O12
Method: DFT, wB97M-V/def2-TZVPD

As for the total energy: -1182.26027 hartree. As for the total charge: -1.

```
47
Properties=species:S:1:pos:R:3:forces:R:3
N -2.7468 -1.1841 -0.9885 -1.010 0.601 -2.054
C -1.4412 -0.5725 -0.5966 -1.939 0.061 -0.238
C -1.5772 -0.1180 0.8443 0.658 -0.215 0.159
C -2.1319 1.3238 0.9045 0.840 -0.278 1.298
O -1.5223 2.2740 0.0825 -0.158 0.310 -0.111
C -0.4490 -1.6699 -0.8661 2.448 0.276 -0.450
N 0.1698 -1.5460 -2.0855 -1.260 1.238 -0.075
O -0.1192 -2.5192 -0.0517 -0.936 0.137 0.049
H -2.7639 -1.2471 -2.0230 0.876 -0.994 0.297
H -3.4701 -0.4616 -1.0845 0.109 0.384 1.467
H -1.2513 0.3244 -1.2017 0.361 -0.715 0.048
H -0.6222 -0.3508 1.3649 -0.310 0.906 -0.188
H -2.2980 -0.7405 1.3641 -0.193 -0.311 -0.043
H -1.9931 1.6879 1.9394 0.104 -0.193 -0.052
H -3.2245 1.2832 0.8605 -0.128 0.064 -0.864
H 1.0600 -1.9086 -2.3822 -0.017 -0.565 0.667
H 0.0265 -0.6038 -2.4316 0.092 -0.113 -0.365
H 3.6686 -1.0786 1.0117 0.135 -0.112 0.004
H 2.3416 -1.4832 0.4112 -0.196 0.133 -0.022
O 2.8071 -1.4291 1.2604 0.341 -0.401 0.074
H 0.8557 -3.7663 0.2850 1.077 0.081 0.533
H 2.2953 -3.5408 0.9325 -0.182 0.189 0.048
O 1.5661 -4.1621 0.8605 -0.189 -0.870 -0.940
H 0.5503 -4.4385 2.2381 0.072 0.017 1.090
H 0.3232 -3.1349 2.7983 -0.170 0.135 0.418
O 0.2751 -4.0470 3.1100 -0.090 -0.086 -0.811
H -1.3055 4.1040 0.0729 0.381 0.475 -0.098
H -0.5566 4.3357 1.2750 0.511 0.345 0.167
O -0.7095 4.7947 0.4407 -0.699 -0.451 0.028
H -2.1574 1.7998 -2.9361 -0.093 -0.287 -0.718
H -2.5426 2.8626 -2.1641 -0.825 0.494 0.018
O -2.9363 2.3869 -2.9162 0.889 -0.184 0.717
H 2.0886 0.7532 -1.4559 0.306 0.626 0.839
H 2.4738 0.2980 0.1672 -0.519 2.040 1.839
O 2.3819 0.1665 -0.7377 0.416 -2.498 -2.641
H 1.4884 1.5544 2.3349 -0.580 -0.441 0.210
H 0.2848 2.0976 1.4226 -0.138 -0.460 -0.035
O 1.1845 2.2323 1.7286 0.688 0.789 -0.192
H 0.1053 2.6897 -2.3240 -0.515 0.452 0.127
H -0.9560 2.0690 -0.7887 -0.123 -0.544 0.238
O -0.2668 1.8547 -2.0282 0.179 -0.086 -0.175
H 2.2363 2.2745 -2.9338 0.766 0.140 -0.336
H 1.0766 1.4346 -2.6725 0.180 -0.661 -0.767
O 2.0051 1.3614 -3.1311 -0.994 0.393 0.818
H 2.2567 -0.8727 2.9731 -0.220 -0.154 -0.213
H 0.8626 -0.8327 3.6270 0.026 -0.095 -0.027
O 1.7278 -0.4158 3.6396 0.029 0.427 0.264
```
Forces are in eV/Å.

Quick look at the natural (NBO) charges, all values in e: -0.823, -0.187, -0.436, -0.052, -0.860, 0.730, -0.816, -0.682, 0.346, 0.358, 0.245, 0.211, 0.225, 0.160, 0.157, 0.408, 0.407, 0.483, 0.512, -0.983, 0.509, 0.483, -1.007, 0.495, 0.450, -0.974, 0.490, 0.462, -0.967, 0.488, 0.472, -0.969, 0.525, 0.491, -1.050, 0.488, 0.488, -0.983, 0.452, 0.523, -1.207, 0.455, 0.490, -0.995, 0.498, 0.469, -0.975

***

Ordered ΔE to the lowest compared entry with this formula, charge and spin results: 103.3; 43.9; unit kcal/mol.
Ordered E_HOMO results: -5.915; -7.093; unit eV.